Entry 1:
C8H21NO4P | wB97M-V/def2-TZVPD

```
35
Properties=species:S:1:pos:R:3:nbo_charge:R:1
C -2.9280 3.0011 -0.2111 -0.611
C -1.5776 -3.2475 -0.0612 -0.665
C 2.2745 1.2009 -1.5659 -0.448
C 2.9746 -1.1205 -0.6930 -0.436
C 1.6145 0.6553 2.2360 -0.260
C -1.8589 2.0580 0.3177 -0.061
C -2.5490 -2.0416 0.0509 -0.067
C 0.5743 -0.1060 0.2483 0.019
N 1.9111 -0.1592 -1.1210 -0.476
O -0.7753 -0.7998 -2.0668 -1.068
O 0.8408 0.8921 1.0305 -0.488
O -1.4748 1.3640 -0.8683 -0.817
O -1.8174 -0.8157 0.3227 -0.834
P -0.9599 -0.1016 -0.8226 2.395
H -2.5613 3.4273 -1.1476 0.226
H -3.7218 2.3937 -0.4444 0.216
H -3.2987 3.6271 0.4695 0.222
H -0.9377 -3.0329 -0.8413 0.221
H -1.2010 -3.4617 0.9367 0.220
H -2.1004 -4.2877 -0.0767 0.251
H 3.0746 1.2853 -2.2558 0.237
H 1.4226 1.8702 -1.9624 0.257
H 2.8635 1.5073 -0.7507 0.213
H 2.5041 -2.0919 -0.2043 0.231
H 3.7125 -1.4353 -1.4625 0.249
H 3.4116 -0.6266 0.2288 0.205
H 2.5398 0.1291 2.0906 0.194
H 1.0230 0.1756 2.9199 0.201
H 1.7142 1.6082 2.7116 0.227
H -2.2161 1.3055 0.9587 0.194
H -0.8425 2.4346 0.6815 0.194
H -3.2011 -2.1757 0.8768 0.203
H -3.2117 -1.9751 -0.8704 0.203
H 0.7213 -1.1389 0.6673 0.212
H 1.3043 -0.6706 -1.7844 0.441
```

As for the net charge: +1. The HOMO energy comes out at -14.097 eV. Its multiplicity is 1. The relative energy (zero: lowest compared OMol25 entry of this formula, charge and spin) is 0.866 eV. For the HOMO-LUMO gap, the calculation gives 11.533 eV.


Entry 2:
C8H21NO4Rb | wB97M-V/def2-TZVPD

```
35
Properties=species:S:1:pos:R:3:nbo_charge:R:1
Rb 0.8104 -1.7316 0.9273 0.966
C -2.7653 -3.1498 -0.6207 -0.251
O -2.1563 -1.9494 -0.2147 -0.573
C -3.0720 -0.9558 0.2207 -0.064
C -2.4357 0.4230 0.1398 -0.248
N -1.3826 0.5899 1.1414 -0.656
C -0.4733 1.6739 0.8148 -0.243
C 0.6268 1.8382 1.8576 -0.070
O 1.4353 0.6678 1.8789 -0.589
C 2.5328 0.7825 2.7460 -0.264
H -2.0136 -3.8047 -1.0573 0.193
H -3.5274 -2.9930 -1.3905 0.181
H -3.2387 -3.6640 0.2219 0.173
H -3.3688 -1.1835 1.2493 0.170
H -3.9578 -0.9698 -0.4195 0.187
H -3.2079 1.1961 0.2005 0.191
H -1.9971 0.4886 -0.8589 0.216
H -1.7545 0.7769 2.0666 0.365
H -1.0117 2.6380 0.7712 0.184
H -0.0626 1.5623 -0.1903 0.198
H 0.1403 2.0140 2.8250 0.176
H 1.2443 2.7167 1.6560 0.191
H 3.2537 1.5471 2.4284 0.185
H 3.0480 -0.1733 2.8512 0.185
H 2.2857 1.0971 3.7694 0.188
C 1.7137 0.1335 -3.0777 -0.092
C 2.7622 0.0407 -1.9591 -0.095
O 2.6150 -1.2441 -1.3543 -0.748
O 0.4357 0.4814 -2.5310 -0.729
H 1.5867 -0.8404 -3.5500 0.202
H 1.9586 0.8712 -3.8464 0.187
H 2.4623 0.8306 -1.2570 0.161
H 3.7879 0.2130 -2.2879 0.189
H 3.3357 -1.3588 -0.7258 0.469
H 0.3902 1.4356 -2.4249 0.466
```

As for the net charge: +1. The HOMO energy comes out at -12.301 eV. Its multiplicity is 1. The relative energy (zero: lowest compared OMol25 entry of this formula, charge and spin) is 0.258 eV. For the HOMO-LUMO gap, the calculation gives 9.441 eV.


Entry 3:
C8H21NO6Zn | wB97M-V/def2-TZVPD

```
37
Properties=species:S:1:pos:R:3:nbo_charge:R:1
Zn -16.4825 -9.2806 -19.9001 1.744
O -15.8548 -10.9393 -20.5345 -1.378
H -15.6331 -11.5769 -21.1871 0.466
O -16.3186 -7.4631 -20.5205 -1.346
H -15.8253 -6.7341 -20.1735 0.442
C -16.7972 -10.5914 -16.5186 -0.626
C -16.8589 -9.1587 -16.9512 -0.075
C -15.4674 -8.5681 -17.1850 -0.063
O -14.9716 -9.0382 -18.4273 -0.596
C -13.7899 -8.4380 -18.9078 -0.241
N -17.6498 -9.0147 -18.1887 -0.910
H -16.4811 -10.6178 -15.4697 0.215
H -16.0805 -11.2045 -17.0647 0.241
H -17.7796 -11.0667 -16.5383 0.212
H -17.3216 -8.5443 -16.1671 0.184
H -14.7940 -8.9026 -16.3894 0.183
H -15.4720 -7.4727 -17.2348 0.181
H -12.9620 -8.5832 -18.2028 0.166
H -13.9417 -7.3559 -18.9769 0.172
H -13.5239 -8.8543 -19.8709 0.225
H -18.5499 -9.4762 -18.0431 0.386
H -17.9833 -8.0514 -18.2897 0.401
C -17.0085 -11.7951 -23.8434 -0.624
C -17.6929 -10.5562 -23.2980 -0.087
O -18.8510 -10.8956 -22.5605 -0.517
C -19.0538 -10.3182 -21.3847 1.037
O -18.3838 -9.4473 -20.9146 -0.679
O -20.1112 -10.8224 -20.7789 -0.503
C -20.9821 -11.7534 -21.4231 -0.252
H -16.8571 -12.5326 -23.0540 0.214
H -16.0596 -11.4976 -24.2859 0.222
H -17.5995 -12.2893 -24.6188 0.203
H -17.8969 -9.8719 -24.1261 0.180
H -16.9808 -10.0297 -22.6577 0.233
H -21.5500 -11.3166 -22.2377 0.194
H -21.6100 -12.0926 -20.6011 0.197
H -20.4251 -12.6304 -21.7538 0.196
```

As for the net charge: 0. The HOMO energy comes out at -8.140 eV. Its multiplicity is 1. The relative energy (zero: lowest compared OMol25 entry of this formula, charge and spin) is 0.455 eV. For the HOMO-LUMO gap, the calculation gives 8.660 eV.


Entry 4:
C8H22AlHfN2O2 | wB97M-V/def2-TZVPD

```
36
Properties=species:S:1:pos:R:3:nbo_charge:R:1
C 4.0998 -1.1473 -0.5455 -0.622
C 2.6223 -1.0117 -0.0165 -0.208
C 2.1088 -2.2901 0.7340 -0.607
C 2.5076 0.1912 1.0033 -0.464
C 2.1472 1.4891 0.2492 -0.445
Al 0.0914 1.5743 -0.1955 1.848
N -0.6392 2.8802 0.9639 -1.183
N 0.0610 2.2494 -2.0036 -0.896
O -0.7324 -0.0632 -0.2259 -0.910
C -1.8997 -0.1940 0.5300 -0.067
C -3.0931 -0.8410 -0.3325 0.076
C -4.4643 -0.1359 -0.0237 -0.474
O -2.8586 -0.8593 -1.7100 -0.695
H 4.8258 -0.6415 0.1239 0.216
H 4.3524 -2.2175 -0.6354 0.253
H 4.1844 -0.6367 -1.5288 0.225
H 1.9821 -0.7669 -0.8889 0.194
H 2.7760 -2.5720 1.5680 0.237
H 1.1219 -2.0249 1.1708 0.192
H 1.9806 -3.1044 0.0007 0.239
H 1.8624 -0.0323 1.8755 0.265
H 3.5453 0.3913 1.4198 0.368
H 2.7605 1.5849 -0.6718 0.268
H 2.3697 2.3771 0.8976 0.293
H -1.6521 2.9480 0.8950 0.383
H -0.3762 2.6690 1.9283 0.393
H 0.8103 1.7335 -2.4912 0.390
H 0.4070 3.2214 -2.0194 0.405
H -1.7033 -0.9033 1.3650 0.208
H -2.2996 0.7413 0.9812 0.157
H -3.2219 -1.8906 0.0265 0.178
H -4.7049 -0.2129 1.0637 0.275
H -4.4701 0.9349 -0.3320 0.294
H -5.3334 -0.6552 -0.6225 -0.108
H -2.1451 -1.4859 -1.8770 0.514
Hf -7.0224 -1.2991 -0.6761 1.811
```

As for the net charge: +3. The HOMO energy comes out at -18.273 eV. Its multiplicity is 1. For the HOMO-LUMO gap, the calculation gives 4.566 eV.


Entry 5:
C8H22ClN2O3P | wB97M-V/def2-TZVPD

```
37
Properties=species:S:1:pos:R:3:nbo_charge:R:1
O -1.7539 0.8199 -3.3290 -0.694
N -0.4454 0.6358 -3.9728 -0.869
P -0.3908 0.9344 -5.5497 1.217
O -1.5077 2.1225 -5.8547 -1.007
Cl -1.4717 -0.7583 -6.4396 -0.540
H -2.4813 0.5967 -3.9269 0.440
H -2.2612 2.0808 -5.2534 0.469
C 1.8480 -2.1336 1.3150 -0.639
C 1.5761 -0.7682 0.7191 -0.212
N 0.1841 -0.5686 0.1825 -0.200
C -0.0542 -1.5770 -0.9103 -0.409
C 0.0942 0.7577 -0.5266 -0.235
C 0.2695 2.0272 0.2909 -0.637
C -0.9105 -0.7833 1.1959 -0.236
C -0.8729 -0.0166 2.5022 -0.084
O 0.2748 -0.3391 3.2575 -0.562
C 0.6545 0.6726 4.1814 -0.251
H 1.8063 -2.9241 0.5677 0.217
H 2.8565 -2.1362 1.7254 0.242
H 1.1678 -2.3817 2.1254 0.229
H 2.2400 -0.5980 -0.1287 0.222
H 1.7678 0.0119 1.4444 0.228
H 0.7454 -1.4900 -1.6394 0.249
H -1.0076 -1.3506 -1.3806 0.255
H -0.0808 -2.5715 -0.4784 0.212
H -0.8755 0.7668 -1.0240 0.262
H 0.8583 0.7168 -1.3001 0.248
H -0.6607 2.3346 0.7647 0.210
H 0.5343 2.8308 -0.3938 0.258
H 1.0531 1.9665 1.0457 0.206
H -0.9026 -1.8484 1.4166 0.225
H -1.8360 -0.5495 0.6709 0.240
H -1.7597 -0.3249 3.0706 0.198
H -0.9567 1.0574 2.3474 0.190
H -0.1914 1.2973 4.4724 0.181
H 1.4355 1.3026 3.7436 0.174
H 1.0547 0.1875 5.0688 0.202
```

As for the net charge: 0. The HOMO energy comes out at -6.255 eV. Its multiplicity is 1. The relative energy (zero: lowest compared OMol25 entry of this formula, charge and spin) is 0.348 eV. For the HOMO-LUMO gap, the calculation gives 6.188 eV.


Entry 6:
C8H22CsN2O2 | wB97M-V/def2-TZVPD

```
35
Properties=species:S:1:pos:R:3:nbo_charge:R:1
Cs 1.4151 3.0708 0.6294 0.026
C 1.1152 -1.9943 1.1525 -0.629
C 2.5043 -1.4031 0.6925 -0.068
C 2.8584 -1.8706 -0.6235 -0.071
O 3.0515 -3.2966 -0.6109 -0.549
C 3.8389 -3.8133 -1.6970 -0.248
N 2.3024 0.0717 0.6577 -0.874
H 0.2928 -2.1838 0.4628 0.211
H 0.7446 -1.2853 1.8929 0.194
H 1.1337 -2.9680 1.6420 0.229
H 3.1842 -1.6476 1.5086 0.191
H 3.7589 -1.3265 -0.9083 0.172
H 2.0001 -1.6398 -1.2545 0.175
H 3.7189 -4.8959 -1.6578 0.199
H 4.8337 -3.3808 -1.5901 0.173
H 3.4890 -3.5688 -2.6999 0.165
H 3.2147 0.4953 0.7486 0.364
H 1.8519 0.3141 1.5285 0.354
C -1.5918 0.9658 1.3226 -0.617
C -1.9093 1.1449 -0.1737 -0.070
C -2.8494 2.3389 -0.4488 -0.063
O -4.1661 2.1638 0.1269 -0.543
C -5.1106 3.0964 -0.1829 -0.239
N -0.6169 1.2332 -0.7459 -0.898
H -0.8721 1.6818 1.7195 0.189
H -1.1966 -0.0405 1.4612 0.207
H -2.4864 0.9575 1.9454 0.230
H -2.3069 0.1951 -0.5313 0.172
H -2.9411 2.4101 -1.5326 0.168
H -2.4212 3.2226 0.0242 0.173
H -5.1737 3.1586 -1.2693 0.163
H -4.9658 4.0847 0.2535 0.159
H -6.0053 2.8069 0.3683 0.196
H -0.6031 1.4933 -1.7217 0.374
H -0.0921 0.4095 -0.4887 0.387
```

As for the net charge: 0. The HOMO energy (alpha / beta) comes out at -3.073 / -9.730 eV. Its multiplicity is 2. The relative energy (zero: lowest compared OMol25 entry of this formula, charge and spin) is 0.089 eV. For the HOMO-LUMO gap (alpha / beta), the calculation gives 3.175 / 9.857 eV.